The following is a DFT calculation (ωB97M-V/def2-TZVPD) of 10 unconnected molecules or ions with the total composition C39H90B4F16N8O4.

Each line ends with the Mulliken charge.
Cartesian coordinates (Å):
C  0.92  -3.83  -5.43  -1.339
C  1.31  -2.53  -4.78  -0.228
N  0.64  -1.34  -5.33  0.508
C  -0.83  -1.46  -5.09  -0.962
C  1.14  -0.11  -4.56  -0.658
C  0.59  0.05  -3.17  -1.036
C  0.85  -1.18  -6.77  -0.380
C  2.22  -0.63  -7.19  -0.949
O  3.27  -1.46  -6.67  -0.304
C  4.50  -1.13  -7.25  -0.768
H  1.22  -3.87  -6.48  0.382
H  -0.07  -4.22  -5.23  0.322
H  1.65  -4.46  -4.95  0.466
H  2.36  -2.32  -4.99  0.379
H  0.91  -2.46  -3.80  0.231
H  -1.29  -2.03  -5.91  0.415
H  -1.24  -0.42  -5.26  0.096
H  -1.07  -1.79  -4.08  0.551
H  0.85  0.68  -5.22  0.550
H  2.22  -0.21  -4.63  0.341
H  0.69  -0.88  -2.58  -0.047
H  -0.43  0.40  -3.11  0.071
H  1.19  0.84  -2.78  0.781
H  0.19  -0.39  -7.16  0.125
H  0.55  -2.10  -7.28  0.639
H  2.45  0.40  -6.90  0.483
H  2.18  -0.66  -8.32  0.473
H  5.14  -1.54  -6.46  0.267
H  4.49  -0.04  -7.44  0.325
H  4.67  -1.68  -8.16  0.285
C  1.11  -0.67  5.12  -1.130
C  1.74  -1.84  5.83  -0.625
N  2.09  -1.53  7.29  0.637
C  0.88  -1.08  8.05  -1.314
C  2.62  -2.76  7.95  -0.451
C  1.60  -3.88  8.17  -1.437
C  3.00  -0.27  7.29  -0.412
C  4.46  -0.49  7.13  -1.088
O  4.73  -1.05  5.85  -0.058
C  6.09  -1.02  5.54  -0.738
H  1.91  -0.09  4.81  0.575
H  0.33  -0.21  5.73  0.272
H  0.72  -1.05  4.22  0.020
H  2.75  -2.02  5.45  0.369
H  1.10  -2.72  5.77  0.371
H  0.08  -1.82  8.02  0.322
H  0.64  -0.06  7.74  0.600
H  1.16  -1.09  9.13  0.437
H  3.13  -2.45  8.87  0.587
H  3.42  -3.09  7.29  0.341
H  1.00  -3.95  7.30  0.388
H  1.06  -3.73  9.07  0.413
H  2.14  -4.84  8.26  0.384
H  2.77  0.24  8.26  0.416
H  2.59  0.40  6.48  0.279
H  4.91  -1.06  7.93  0.515
H  4.94  0.47  7.22  0.571
H  6.70  -1.58  6.27  0.344
H  6.54  -0.03  5.48  0.313
H  6.15  -1.46  4.57  0.093
C  -3.34  6.37  -5.35  -1.393
C  -2.34  6.01  -4.29  -0.392
N  -1.52  4.75  -4.58  0.741
C  -0.56  5.10  -5.65  -0.874
C  -0.72  4.41  -3.29  0.514
C  -0.28  5.54  -2.41  -1.780
C  -2.42  3.69  -5.14  -1.336
C  -1.80  2.29  -5.30  -0.135
O  -0.79  2.10  -6.23  -0.135
C  -1.26  1.96  -7.54  -0.844
H  -3.70  7.34  -4.98  0.439
H  -4.18  5.67  -5.26  0.348
H  -2.92  6.47  -6.30  0.335
H  -2.89  5.73  -3.38  0.315
H  -1.66  6.84  -4.05  0.539
H  -0.05  4.14  -5.92  0.234
H  0.10  5.88  -5.29  0.389
H  -1.10  5.46  -6.52  0.404
H  0.16  3.87  -3.61  0.165
H  -1.34  3.72  -2.70  -0.191
H  0.28  5.17  -1.53  0.395
H  -1.09  6.07  -1.91  0.419
H  0.28  6.38  -2.85  0.374
H  -2.85  4.09  -6.05  0.770
H  -3.19  3.53  -4.44  0.647
H  -2.65  1.63  -5.41  0.682
H  -1.37  2.04  -4.29  -0.622
H  -1.82  2.88  -7.87  0.277
H  -1.89  1.08  -7.75  0.337
H  -0.41  1.88  -8.21  0.280
C  -8.37  1.95  3.09  -1.428
C  -7.64  0.93  2.30  -0.216
N  -6.29  0.62  2.78  0.388
C  -5.26  1.45  3.14  -0.839
C  -4.35  0.66  3.71  -0.321
N  -4.82  -0.61  3.71  0.273
C  -5.95  -0.62  3.08  -0.155
C  -4.09  -1.74  4.26  -0.852
H  -9.36  2.12  2.70  0.441
H  -7.99  2.92  2.96  0.398
H  -8.52  1.66  4.12  0.344
H  -7.70  1.26  1.29  0.267
H  -8.11  -0.07  2.33  0.306
H  -5.40  2.53  3.17  0.467
H  -3.41  0.92  4.19  0.531
H  -6.49  -1.53  2.89  0.346
H  -3.07  -1.74  3.95  0.327
H  -4.65  -2.61  3.93  0.291
H  -4.17  -1.69  5.33  0.388
C  4.41  -0.34  1.28  -0.456
C  4.80  -1.35  0.22  -0.726
N  5.01  -2.73  0.78  0.238
C  6.22  -3.13  1.37  -0.562
C  5.96  -4.36  1.92  -0.438
N  4.71  -4.66  1.56  0.173
C  4.14  -3.68  0.91  -0.639
C  4.07  -5.89  2.02  -0.965
H  5.31  -0.02  1.86  0.337
H  3.68  -0.75  1.94  -0.143
H  4.08  0.59  0.82  0.436
H  5.60  -0.97  -0.37  0.419
H  3.95  -1.47  -0.42  0.308
H  7.08  -2.52  1.24  0.509
H  6.60  -5.03  2.51  0.463
H  3.11  -3.58  0.70  0.924
H  3.07  -5.94  1.63  0.328
H  3.86  -5.86  3.09  0.342
H  4.49  -6.79  1.61  0.388
C  -0.29  -0.64  0.28  -1.238
C  -0.83  0.64  -0.26  0.738
O  -0.27  1.56  -0.72  -0.428
N  -2.30  0.85  0.07  1.697
H  -2.78  0.79  -0.82  0.337
H  -2.54  0.08  0.73  -0.310
C  -2.57  2.18  0.66  -0.487
H  0.70  -0.94  -0.09  0.309
H  -0.92  -1.52  0.03  0.435
H  -0.35  -0.56  1.38  0.161
H  -3.63  2.18  0.91  0.097
H  -2.31  2.94  -0.07  -0.086
H  -1.92  2.28  1.51  0.419
B  -4.11  2.25  -2.44  -0.121
F  -4.83  1.85  -1.36  -0.107
F  -4.82  2.05  -3.62  -0.341
F  -3.71  3.61  -2.34  -0.295
F  -2.82  1.51  -2.52  -0.446
B  -3.91  -1.76  0.32  -0.032
F  -3.25  -1.98  -0.92  -0.339
F  -2.84  -1.40  1.35  -0.332
F  -4.84  -0.70  0.23  -0.216
F  -4.48  -2.96  0.79  -0.326
B  1.66  -3.41  2.83  0.211
F  2.23  -4.01  3.97  -0.393
F  0.35  -2.77  3.10  -0.209
F  2.53  -2.35  2.34  -0.126
F  1.42  -4.37  1.74  -0.387
B  0.15  1.94  2.82  0.031
F  1.31  1.62  3.61  -0.270
F  0.47  2.03  1.45  -0.111
F  -0.90  0.93  3.06  -0.286
F  -0.45  3.16  3.33  -0.357

The charge is +2.



The following is a DFT calculation (ωB97M-V/def2-TZVPD) of 11 unconnected molecules or ions with the total composition C39H90BCl4NO16S10.

Each line ends with the Mulliken charge.
Cartesian coordinates (Å):
C  4.19  0.80  -5.00  -1.348
B  3.14  -0.35  -5.31  1.279
O  2.72  -0.37  -6.62  -0.697
C  2.62  -1.53  -4.33  0.564
C  1.64  -2.34  -5.20  -1.267
Cl  2.05  -3.92  -5.80  -0.131
C  0.44  -1.93  -5.64  1.411
C  -0.54  -2.71  -6.45  -1.318
Cl  -0.07  -0.28  -5.38  -0.261
C  1.97  -1.15  -2.92  3.357
C  0.79  -2.09  -2.53  -1.651
C  0.56  -2.37  -1.06  -0.404
O  -0.82  -2.72  -0.92  -0.609
C  1.40  0.27  -2.63  -1.793
C  2.29  1.50  -2.72  -0.586
O  1.76  2.52  -1.85  -0.477
C  2.20  2.49  -0.57  0.953
C  1.20  3.03  0.39  -1.169
O  3.31  2.10  -0.26  -0.556
C  3.14  -1.21  -1.92  -2.039
O  3.12  -0.95  -0.75  -0.542
N  4.31  -1.52  -2.62  0.235
C  3.95  -2.30  -3.81  -0.486
C  3.73  -3.78  -3.35  -1.186
C  4.31  -4.20  -2.00  -1.636
O  3.26  -4.62  -1.10  -0.692
C  5.23  -2.19  -4.68  -0.180
Cl  5.05  -2.70  -6.37  -0.120
C  6.46  -2.85  -4.00  0.857
C  7.71  -2.01  -4.28  -1.283
Cl  6.76  -4.52  -4.52  -0.180
H  4.66  0.78  -4.02  0.401
H  3.76  1.79  -5.18  0.481
H  4.98  0.68  -5.74  0.310
H  2.56  0.52  -6.95  0.264
H  -0.21  -2.78  -7.49  0.300
H  -1.51  -2.23  -6.46  0.258
H  -0.68  -3.71  -6.04  0.401
H  0.87  -3.05  -3.04  0.431
H  -0.14  -1.64  -2.88  0.489
H  0.78  -1.52  -0.42  0.318
H  1.16  -3.22  -0.72  0.120
H  -1.02  -2.64  0.03  0.467
H  1.10  0.21  -1.59  0.534
H  0.49  0.47  -3.17  0.548
H  3.34  1.34  -2.51  0.739
H  2.22  1.94  -3.71  -0.197
H  0.33  3.40  -0.14  0.293
H  0.87  2.24  1.06  0.276
H  1.64  3.85  0.95  0.369
H  4.99  -0.78  -2.72  0.605
H  2.67  -4.00  -3.32  0.798
H  4.12  -4.44  -4.12  0.878
H  4.90  -3.43  -1.50  0.584
H  4.96  -5.06  -2.14  0.368
H  3.18  -3.96  -0.42  0.299
H  5.52  -1.15  -4.77  0.563
H  6.30  -2.87  -2.93  0.057
H  7.87  -1.32  -3.45  0.337
H  8.59  -2.65  -4.33  0.475
H  7.62  -1.43  -5.19  0.275
C  4.74  -9.69  -3.43  -1.071
S  5.03  -8.03  -4.06  0.727
O  3.69  -7.46  -4.40  -0.622
C  5.77  -8.54  -5.62  -1.042
H  4.23  -9.59  -2.48  0.331
H  4.12  -10.24  -4.13  0.309
H  5.70  -10.19  -3.29  0.372
H  5.07  -9.17  -6.16  0.334
H  6.70  -9.07  -5.41  0.365
H  5.98  -7.63  -6.19  0.299
C  -3.47  0.05  -7.52  -0.745
S  -4.61  -1.34  -7.55  0.467
O  -3.79  -2.56  -7.71  -0.581
C  -5.32  -0.97  -9.16  -0.930
H  -2.89  -0.01  -6.60  0.084
H  -2.81  0.00  -8.38  0.312
H  -4.04  0.98  -7.52  0.447
H  -4.52  -0.95  -9.91  0.297
H  -5.83  -0.01  -9.12  0.348
H  -6.03  -1.76  -9.39  0.330
C  -2.43  -1.83  3.70  -0.914
S  -0.71  -1.72  3.23  0.523
O  -0.62  -2.16  1.81  -0.704
C  -0.13  -3.10  4.23  -1.007
H  -2.97  -1.07  3.15  0.158
H  -2.81  -2.83  3.46  0.412
H  -2.52  -1.63  4.77  0.383
H  -0.66  -4.01  3.94  0.292
H  -0.29  -2.87  5.28  0.390
H  0.94  -3.21  4.04  0.322
C  -2.59  3.98  4.09  -0.807
S  -3.35  2.37  3.88  0.471
O  -2.23  1.40  3.72  -0.570
C  -4.02  2.69  2.25  -0.856
H  -2.08  3.99  5.05  0.302
H  -1.88  4.16  3.29  0.185
H  -3.36  4.75  4.09  0.377
H  -3.21  2.96  1.57  0.310
H  -4.75  3.50  2.32  0.260
H  -4.51  1.78  1.91  0.326
C  0.07  8.59  6.40  -0.929
S  -0.25  7.91  4.77  0.463
O  -1.65  7.42  4.77  -0.566
C  0.81  6.47  4.96  -0.797
H  -0.54  9.49  6.50  0.318
H  -0.21  7.86  7.16  0.296
H  1.12  8.85  6.48  0.357
H  0.47  5.89  5.82  0.280
H  1.84  6.79  5.09  0.390
H  0.72  5.87  4.05  0.186
C  -6.97  6.51  4.88  -0.835
S  -7.78  4.93  4.65  0.422
O  -6.71  3.90  4.52  -0.578
C  -8.41  5.28  3.02  -0.788
H  -6.47  6.50  5.84  0.279
H  -6.23  6.66  4.09  0.334
H  -7.72  7.30  4.86  0.281
H  -7.58  5.51  2.35  0.293
H  -9.11  6.11  3.06  0.231
H  -8.93  4.39  2.66  0.365
C  7.54  -6.20  2.44  -0.793
S  6.43  -6.51  1.06  0.376
O  6.91  -5.68  -0.08  -0.568
C  5.02  -5.66  1.76  -0.815
H  8.51  -6.61  2.18  0.343
H  7.63  -5.13  2.60  0.331
H  7.15  -6.69  3.33  0.193
H  5.28  -4.63  1.97  0.306
H  4.71  -6.17  2.68  0.480
H  4.22  -5.70  1.02  0.145
C  -10.28  8.39  -0.47  -0.982
S  -10.74  8.17  1.25  0.631
O  -10.75  6.71  1.50  -0.618
C  -12.45  8.68  1.07  -0.992
H  -9.25  8.08  -0.58  0.304
H  -10.93  7.78  -1.10  0.311
H  -10.38  9.45  -0.74  0.361
H  -12.94  8.04  0.33  0.316
H  -12.48  9.73  0.76  0.364
H  -12.93  8.57  2.03  0.320
C  9.61  -7.67  5.40  -0.816
S  7.97  -8.37  5.63  0.536
O  7.00  -7.25  5.52  -0.633
C  8.16  -8.72  7.38  -0.960
H  9.69  -7.35  4.37  0.217
H  9.74  -6.82  6.07  0.296
H  10.36  -8.44  5.60  0.374
H  8.39  -7.80  7.91  0.306
H  8.95  -9.46  7.51  0.365
H  7.21  -9.13  7.73  0.333
C  -11.30  9.62  7.26  -0.945
S  -9.57  9.67  6.77  0.453
O  -9.50  9.18  5.37  -0.563
C  -9.05  8.30  7.82  -0.877
H  -11.82  10.38  6.68  0.321
H  -11.71  8.64  7.04  0.296
H  -11.39  9.85  8.32  0.372
H  -9.62  7.41  7.56  0.292
H  -9.20  8.57  8.86  0.398
H  -7.99  8.13  7.63  0.246

The charge is 0.



The following is a DFT calculation (ωB97M-V/def2-TZVPD) of 15 unconnected molecules or ions with the total composition C39H92FN4O20PS.

Each line ends with the Mulliken charge.
Cartesian coordinates (Å):
C  9.22  -2.30  0.08  -0.928
C  9.27  -0.77  0.44  -0.178
O  8.01  -0.11  0.28  -0.305
C  8.22  1.26  -0.13  -0.710
C  6.92  2.13  -0.03  -0.056
C  6.19  2.41  -1.40  -0.806
C  4.64  2.73  -1.12  -0.651
C  3.67  1.70  -1.80  -0.133
C  2.28  1.54  -1.06  0.342
C  1.91  2.42  0.07  -0.841
C  0.64  2.24  0.78  -1.181
C  -0.22  1.17  0.31  1.417
C  0.05  0.30  -0.82  -1.266
C  1.34  0.50  -1.51  -0.582
N  -0.80  -0.78  -1.31  1.277
C  -0.41  -2.01  -0.56  -0.020
C  -1.48  -3.16  -0.57  -0.729
C  -2.21  -0.48  -1.21  -2.120
C  -2.87  0.26  -0.12  1.507
C  -4.30  0.54  -0.06  0.046
C  -4.91  1.36  1.12  -1.017
C  -5.02  0.53  2.46  0.125
O  -6.43  0.23  2.63  -0.605
C  -4.48  1.28  3.73  -0.479
N  -5.02  2.65  3.90  -0.562
C  -5.20  0.05  -1.11  -0.378
C  -6.73  0.26  -1.16  -0.846
O  -7.45  -1.03  -1.02  -0.189
N  -6.72  -1.90  -0.28  0.463
O  -7.13  -3.01  -0.42  -0.514
C  -4.57  -0.69  -2.21  0.221
F  -5.42  -1.12  -3.21  -0.430
C  -3.12  -0.95  -2.29  0.997
P  -2.56  -1.91  -3.79  1.028
N  -3.15  -1.16  -5.05  -0.944
O  -3.14  -3.46  -3.64  -0.521
O  -0.91  -2.00  -3.92  -0.220
S  -1.79  0.89  1.20  0.179
H  10.03  -2.83  0.65  0.367
H  9.43  -2.46  -1.01  0.306
H  8.24  -2.76  0.37  0.073
H  10.03  -0.29  -0.25  0.209
H  9.68  -0.68  1.49  0.256
H  8.73  1.29  -1.13  0.303
H  8.97  1.68  0.60  0.350
H  6.20  1.69  0.73  0.043
H  7.23  3.13  0.40  0.271
H  6.64  3.33  -1.86  0.297
H  6.23  1.52  -2.09  0.470
H  4.54  2.78  0.00  0.244
H  4.44  3.75  -1.57  0.321
H  4.16  0.68  -1.69  0.292
H  3.55  1.86  -2.90  0.366
H  2.58  3.24  0.43  0.262
H  0.41  2.91  1.64  0.460
H  1.56  -0.17  -2.38  0.265
H  -0.08  -1.83  0.50  0.308
H  0.51  -2.43  -1.09  -0.071
H  -0.96  -4.08  -0.16  0.285
H  -2.35  -2.94  0.10  0.159
H  -1.79  -3.44  -1.61  0.157
H  -5.86  1.87  0.82  0.406
H  -4.18  2.21  1.29  0.118
H  -4.47  -0.44  2.28  0.545
H  -6.44  -0.75  2.73  0.432
H  -3.36  1.25  3.76  -0.039
H  -4.82  0.67  4.62  0.221
H  -5.88  2.79  3.37  0.317
H  -4.32  3.32  3.58  0.219
H  -7.14  0.94  -0.38  0.254
H  -7.03  0.63  -2.17  0.290
H  -3.65  -0.33  -4.70  0.271
H  -3.22  -3.84  -4.54  0.348
H  -0.67  -1.18  -4.40  0.291
C  -8.40  -3.18  -4.05  -0.263
O  -9.30  -2.78  -3.03  -0.515
H  -8.92  -3.14  -5.01  0.267
H  -7.54  -2.51  -4.07  0.013
H  -8.06  -4.20  -3.87  0.233
H  -8.83  -2.82  -2.19  0.289
C  -5.79  5.85  1.55  -0.375
O  -5.87  4.97  2.67  -0.433
H  -5.22  5.36  0.76  -0.006
H  -6.80  6.07  1.18  0.277
H  -5.29  6.77  1.84  0.252
H  -6.38  5.42  3.35  0.219
C  3.13  -3.79  -2.15  -0.865
O  1.84  -3.52  -2.71  -0.335
H  3.42  -2.95  -1.52  0.251
H  3.08  -4.70  -1.55  0.361
H  3.86  -3.91  -2.96  0.396
H  1.60  -4.27  -3.26  0.212
C  6.15  -4.97  -0.09  -0.533
O  5.56  -5.84  -1.04  -0.495
H  5.38  -4.28  0.27  0.244
H  6.54  -5.55  0.76  0.346
H  6.96  -4.40  -0.55  0.191
H  6.26  -6.44  -1.35  0.282
C  -3.38  -3.02  4.51  -0.415
O  -4.66  -2.74  3.96  -0.477
H  -3.08  -2.19  5.15  0.172
H  -3.42  -3.94  5.10  0.344
H  -2.64  -3.13  3.70  0.095
H  -4.90  -3.49  3.40  0.283
C  11.65  2.73  -2.60  -0.566
O  10.90  2.81  -1.40  -0.428
H  11.46  1.76  -3.06  0.217
H  11.33  3.52  -3.29  0.270
H  12.71  2.83  -2.39  0.269
H  11.08  3.67  -1.01  0.256
C  -0.73  -0.22  5.20  -0.497
O  -0.18  0.45  4.07  -0.455
H  -0.09  -0.04  6.06  0.297
H  -1.73  0.16  5.41  0.200
H  -0.78  -1.29  5.00  0.153
H  -0.77  0.28  3.32  0.072
C  6.07  1.90  3.96  -0.599
O  5.43  1.05  3.02  -0.443
H  5.35  2.62  4.34  0.232
H  6.47  1.31  4.79  0.291
H  6.89  2.45  3.47  0.248
H  6.09  0.43  2.69  0.247
C  2.66  -0.66  -5.03  -0.432
O  1.72  -1.64  -5.45  -0.575
H  3.35  -0.47  -5.85  0.378
H  2.14  0.26  -4.77  0.205
H  3.21  -1.04  -4.16  0.177
H  1.11  -1.79  -4.71  0.341
C  -0.69  -5.79  2.66  -0.630
O  -1.98  -5.51  2.11  -0.443
H  -0.39  -4.95  3.28  0.184
H  -0.74  -6.69  3.26  0.340
H  0.03  -5.91  1.85  0.297
H  -2.22  -6.26  1.56  0.243
C  1.74  -6.95  5.57  -0.540
O  1.14  -7.82  4.62  -0.471
H  0.98  -6.26  5.94  0.208
H  2.13  -7.53  6.41  0.292
H  2.55  -6.38  5.11  0.260
H  1.83  -8.42  4.31  0.280
C  -4.33  2.75  -5.14  -0.787
O  -4.25  1.69  -4.19  -0.272
H  -4.40  2.31  -6.14  0.279
H  -5.22  3.36  -4.95  0.286
H  -3.44  3.37  -5.08  0.297
H  -4.19  2.10  -3.32  0.202
C  -6.13  9.91  0.76  -0.528
O  -6.21  9.04  1.88  -0.439
H  -5.56  9.41  -0.02  0.204
H  -7.14  10.13  0.39  0.261
H  -5.63  10.84  1.04  0.262
H  -6.72  9.49  2.56  0.267
C  -2.50  5.22  -0.34  -0.505
O  -3.10  4.35  -1.29  -0.417
H  -3.25  5.92  0.02  0.116
H  -2.12  4.63  0.50  0.214
H  -1.68  5.77  -0.81  0.348
H  -2.41  3.74  -1.60  0.263

For the energy above the lowest of the compared OMol25 structures with the same formula, charge and spin, the calculation gives 4.376 eV. The charge is 0.



| no. | largest force on an atom (eV Å⁻¹) | Kohn-Sham gap (eV) |
| --- | --- | --- |
| 1 | 3.3 | 10.02 |
| 2 | 1.2 | 8.43 |
| 3 | 3.5 | 8.32 |